No. 1
One molecule with the formula C13H16O at a distorted geometry. Source: OMol25; level of theory: wB97M-V/def2-TZVPD.

LUMO energy (alpha / beta): -0.117 / 0.618 eV
Kohn-Sham gap (alpha / beta): 6.291 / 7.298 eV
Energy above the lowest of the compared OMol25 structures with the same formula, charge and spin: 2.424 eV
E_tot: -580.02234 a.u.
Total charge: 0

Each line ends with the natural charge from an NBO analysis.
CARTESIAN COORDINATES (ANGSTROEM)
1 C 3.256 0.342 0.341  -0.199
2 C 3.666 -0.847 1.071  -0.258
3 C 2.002 0.603 -0.025  -0.211
4 C 2.673 -1.718 1.277  -0.210
5 C 0.884 -0.251 0.282  -0.143
6 C 1.382 -1.438 0.889  0.187
7 C -1.214 -0.854 1.384  -0.514
8 C -0.693 -2.272 1.188  0.241
9 C -0.459 0.054 0.337  0.027
10 C -2.858 0.744 -0.552  -0.621
11 C -1.031 0.302 -2.104  -0.597
12 C -0.882 2.316 -0.630  -0.592
13 C -1.310 0.845 -0.706  -0.120
14 O 0.537 -2.505 1.140  -0.368
15 H 3.945 1.085 0.063  0.204
16 H 4.744 -1.072 1.233  0.221
17 H 1.945 1.410 -0.614  0.200
18 H 2.938 -2.819 1.592  0.225
19 H -2.328 -0.906 1.167  0.244
20 H -0.891 -0.682 2.473  0.199
21 H -1.262 -3.171 1.190  0.177
22 H -3.243 -0.368 -0.854  0.212
23 H -3.410 1.489 -1.175  0.226
24 H -3.246 1.081 0.469  0.213
25 H -1.638 -0.516 -2.461  0.211
26 H -1.149 1.112 -2.892  0.201
27 H 0.091 0.020 -2.134  0.214
28 H 0.152 2.417 -0.364  0.216
29 H -1.619 2.730 0.082  0.213
30 H -0.982 2.869 -1.667  0.202

No. 2
One molecule with the formula C18H21ClFNO3. Source: OMol25; level of theory: wB97M-V/def2-TZVPD.

LUMO energy: 0.584 eV
Kohn-Sham gap: 9.478 eV
Energy above the lowest of the compared OMol25 structures with the same formula, charge and spin: 0.120 eV
E_tot: -1539.07634 a.u.
Total charge: 0
Structure (SMILES): O=C(COC(=O)Cc1c(F)cccc1Cl)NCCC1=CCCCC1

Each line ends with the natural charge from an NBO analysis.
CARTESIAN COORDINATES (ANGSTROEM)
1 O 1.473 2.860 -1.369  -0.634
2 C 0.657 2.071 -0.942  0.661
3 C -0.768 2.048 -1.509  -0.177
4 O -1.599 1.036 -0.953  -0.518
5 C -2.483 1.402 -0.015  0.813
6 O -2.609 2.517 0.406  -0.581
7 C -3.319 0.204 0.412  -0.535
8 C -3.769 0.359 1.833  -0.111
9 C -5.107 0.531 2.168  0.423
10 F -6.025 0.509 1.183  -0.321
11 C -5.536 0.710 3.470  -0.278
12 C -4.599 0.727 4.487  -0.176
13 C -3.255 0.562 4.200  -0.241
14 C -2.858 0.383 2.886  0.002
15 Cl -1.183 0.181 2.541  0.007
16 N 0.892 1.178 0.027  -0.610
17 C 2.171 1.022 0.679  -0.227
18 C 2.676 -0.416 0.580  -0.420
19 C 2.897 -0.940 -0.818  0.009
20 C 3.036 -0.178 -1.893  -0.204
21 C 3.258 -0.710 -3.277  -0.431
22 C 2.954 -2.201 -3.374  -0.392
23 C 3.594 -2.924 -2.195  -0.390
24 C 2.956 -2.445 -0.896  -0.434
25 H -0.709 1.862 -2.584  0.218
26 H -1.215 3.033 -1.337  0.237
27 H -2.729 -0.704 0.276  0.249
28 H -4.186 0.157 -0.251  0.266
29 H -6.588 0.839 3.667  0.235
30 H -4.914 0.872 5.508  0.224
31 H -2.518 0.575 4.987  0.231
32 H 0.163 0.534 0.293  0.405
33 H 2.069 1.293 1.737  0.198
34 H 2.860 1.723 0.207  0.234
35 H 1.959 -1.072 1.085  0.197
36 H 3.616 -0.485 1.136  0.220
37 H 3.009 0.898 -1.825  0.218
38 H 4.302 -0.526 -3.555  0.207
39 H 2.639 -0.148 -3.981  0.213
40 H 3.328 -2.600 -4.318  0.207
41 H 1.873 -2.356 -3.346  0.194
42 H 4.663 -2.706 -2.178  0.196
43 H 3.470 -4.005 -2.294  0.205
44 H 1.938 -2.843 -0.819  0.203
45 H 3.517 -2.830 -0.039  0.208

No. 3
C12H31N4O7Sr as an isolated structure at a distorted geometry. Source: OMol25; level of theory: wB97M-V/def2-TZVPD.

LUMO energy: 2.146 eV
Kohn-Sham gap: 4.191 eV
Energy above the lowest of the compared OMol25 structures with the same formula, charge and spin: 0.934 eV
E_tot: -1252.29935 a.u.
Total charge: -1

Each line ends with the Mulliken charge.
CARTESIAN COORDINATES (ANGSTROEM)
1 Sr -1.576 -0.445 1.297  1.702
2 O -3.553 -1.781 0.927  -1.057
3 H -3.745 -1.925 -0.006  0.105
4 O -1.051 -1.912 3.487  -1.036
5 H -0.193 -1.476 3.511  0.130
6 O -1.839 1.013 3.265  -0.952
7 H -2.237 1.803 2.887  0.113
8 C -1.248 -3.752 0.195  0.117
9 O -0.756 -2.677 0.389  -0.536
10 N -0.735 -4.694 -0.652  0.259
11 C -1.419 -5.947 -0.868  -0.907
12 C 0.441 -4.408 -1.412  -0.857
13 H -2.180 -4.019 0.715  0.302
14 H -0.718 -6.792 -0.863  0.296
15 H -1.914 -5.995 -1.852  0.311
16 H -2.151 -6.125 -0.086  0.311
17 H 1.111 -3.773 -0.841  0.253
18 H 0.923 -5.345 -1.689  0.395
19 H 0.192 -3.888 -2.354  0.131
20 C -1.269 -1.067 -2.225  0.095
21 O -1.758 -0.401 -1.355  -0.571
22 N -0.316 -0.619 -3.091  0.290
23 C 0.149 0.728 -3.012  -0.820
24 C 0.070 -1.381 -4.240  -1.043
25 H -1.479 -2.140 -2.364  0.297
26 H 1.249 0.765 -2.972  0.349
27 H -0.209 1.174 -2.084  0.100
28 H -0.160 1.328 -3.876  0.317
29 H -0.399 -2.358 -4.219  0.339
30 H -0.243 -0.851 -5.153  0.338
31 H 1.161 -1.434 -4.299  0.294
32 C -0.883 2.979 1.026  0.146
33 O -1.434 2.134 0.373  -0.557
34 N -0.327 4.110 0.511  0.166
35 C 0.343 5.051 1.364  -0.993
36 C -0.210 4.262 -0.904  -0.953
37 H -0.770 2.902 2.119  0.223
38 H 0.034 4.916 2.402  0.350
39 H 0.085 6.081 1.107  0.347
40 H 1.439 4.958 1.345  0.298
41 H -1.103 3.872 -1.392  0.306
42 H -0.085 5.308 -1.173  0.346
43 H 0.643 3.691 -1.300  0.258
44 C 1.932 0.577 1.152  -0.086
45 O 0.893 -0.023 1.167  -0.355
46 N 2.342 1.360 2.179  0.174
47 C 3.519 2.194 2.076  -0.821
48 C 1.487 1.530 3.373  -1.012
49 H 2.643 0.529 0.306  0.289
50 H 4.046 1.998 1.137  0.290
51 H 4.230 2.001 2.881  0.313
52 H 3.231 3.250 2.071  0.221
53 H 0.498 1.078 3.211  0.417
54 H 1.949 1.043 4.232  0.293
55 H 1.347 2.593 3.577  0.278

No. 4
A 2-piece molecular cluster, C4H7BO2 overall at a distorted geometry. Source: OMol25; level of theory: wB97M-V/def2-TZVPD.

LUMO energy (alpha / beta): -0.287 / 0.180 eV
Kohn-Sham gap (alpha / beta): 8.380 / 8.077 eV
Energy above the lowest of the compared OMol25 structures with the same formula, charge and spin: 5.195 eV
E_tot: -331.81395 a.u.
Total charge: 0

Each line ends with the natural charge from an NBO analysis.
CARTESIAN COORDINATES (ANGSTROEM)
1 B -1.165 0.462 0.118  0.994
2 C 2.043 1.207 0.197  -0.320
3 C -0.190 -2.480 -0.173  -0.262
4 C 1.512 -0.035 0.358  -0.335
5 C 0.162 -0.279 0.267  -0.175
6 O -1.133 1.664 -0.542  -0.883
7 O -2.322 -0.085 0.580  -0.870
8 H 3.104 1.361 0.167  0.192
9 H 1.402 2.047 -0.003  0.199
10 H 0.686 -2.878 -0.646  0.136
11 H -1.179 -2.615 -0.556  0.142
12 H 2.182 -0.873 0.500  0.216
13 H -1.984 2.078 -0.693  0.483
14 H -3.118 0.425 0.425  0.484

No. 5
CH2Cl4OP2 as an isolated structure at a distorted geometry. Source: OMol25; level of theory: wB97M-V/def2-TZVPD.

LUMO energy: 0.197 eV
Kohn-Sham gap: 9.246 eV
Energy above the lowest of the compared OMol25 structures with the same formula, charge and spin: 0.175 eV
E_tot: -2638.09576 a.u.
Total charge: 0

Each line ends with the natural charge from an NBO analysis.
CARTESIAN COORDINATES (ANGSTROEM)
1 C -1.602 -0.053 -0.877  -1.188
2 O 0.905 0.277 0.160  -1.081
3 P -0.668 0.770 0.212  1.620
4 P 1.351 -1.261 0.498  1.086
5 Cl -1.268 0.598 2.040  -0.183
6 Cl 0.010 2.740 0.377  -0.283
7 Cl 2.296 -1.795 -1.183  -0.276
8 Cl 2.896 -0.789 1.590  -0.254
9 H -1.192 -0.602 -1.815  0.285
10 H -2.727 0.117 -1.002  0.275

No. 6
C19H28NPPt as an isolated structure at a distorted geometry. Source: OMol25; level of theory: wB97M-V/def2-TZVPD.

LUMO energy (alpha / beta): 0.516 / -1.337 eV
Kohn-Sham gap (alpha / beta): 5.618 / 6.443 eV
Expectation value of S²: 2.01
E_tot: -1255.99844 a.u.
2S+1: 3
Total charge: 0

Each line ends with the Mulliken spin population.
CARTESIAN COORDINATES (ANGSTROEM)
1 C -1.504 0.171 -3.535  0.020
2 C -0.617 -0.779 -3.055  -0.005
3 C -0.180 -0.719 -1.728  0.031
4 C -0.658 0.286 -0.903  0.038
5 C -1.538 1.265 -1.378  0.063
6 C -1.996 1.191 -2.715  -0.013
7 C 0.775 -1.768 -1.237  -0.015
8 C 1.697 -1.363 -0.080  0.306
9 N 2.600 -0.221 -0.177  0.090
10 Pt -0.016 0.367 1.139  0.626
11 C -1.936 2.411 -0.483  -0.009
12 P -0.587 2.533 0.791  0.172
13 H -0.206 -1.592 -3.682  -0.002
14 H -2.693 1.959 -3.049  -0.001
15 H -1.825 0.129 -4.556  0.002
16 H -2.887 2.230 0.065  0.026
17 H -2.012 3.381 -1.013  0.001
18 H 0.205 -2.655 -0.858  0.000
19 H 1.414 -2.111 -2.049  0.006
20 H 1.121 -1.058 0.905  -0.015
21 C -1.184 3.670 2.053  0.005
22 C 0.703 3.430 -0.121  0.032
23 H 2.229 -2.247 0.339  0.005
24 C 2.690 0.619 -1.366  -0.001
25 C 3.902 -0.486 0.381  0.009
26 H -0.977 1.010 2.335  0.312
27 H 3.713 0.551 -1.792  0.005
28 H 1.967 0.395 -2.185  -0.001
29 H 2.548 1.662 -1.059  0.011
30 H 4.700 -0.248 -0.313  0.003
31 H 4.038 0.125 1.270  0.003
32 H 4.019 -1.536 0.694  0.000
33 H 0.342 4.453 -0.346  0.005
34 H 1.588 3.469 0.526  0.007
35 H 0.941 2.908 -1.049  -0.004
36 H -1.507 4.612 1.598  0.006
37 H -2.020 3.222 2.599  -0.022
38 H -0.370 3.867 2.757  0.001
39 H 0.678 0.205 2.517  0.116
40 C -1.968 -4.128 1.818  -0.011
41 C -0.742 -3.790 2.391  0.015
42 C -0.253 -2.480 2.244  -0.078
43 C -0.964 -1.552 1.490  0.217
44 C -2.210 -1.859 0.988  0.005
45 C -2.730 -3.166 1.127  0.029
46 H -2.345 -5.156 1.906  0.000
47 H -0.148 -4.521 2.947  0.003
48 H 0.692 -2.174 2.697  -0.006
49 H -2.796 -1.088 0.453  0.011
50 H -3.696 -3.423 0.701  0.001